The following is a DFT calculation (ωB97M-V/def2-TZVPD) of a 14-piece molecular cluster, C3H37N2O13 overall at a distorted geometry.

**Relative energy (zero: lowest compared OMol25 entry of this formula, charge and spin)**: 0.00 kcal per mole
**Net charge**: +1
**Strongest force on any atom**: 3.462 eV/A
**Frontier orbital gap**: 9.73 eV

Geometry as XYZ:
```
55
C3H37N2O13 | OMol25 | ωB97M-V/def2-TZVPD
C 0.527 -2.539 -1.573
C 1.990 -2.181 -1.558
C 2.214 -1.019 -0.511
N 1.348 -1.067 0.662
N -0.338 -1.289 -1.395
H 0.267 -3.272 -0.825
H 0.134 -2.994 -2.490
H 2.572 -3.072 -1.368
H 2.293 -1.632 -2.421
H 3.287 -0.945 -0.254
H 1.930 -0.061 -0.971
H 1.446 -1.815 1.333
H 0.340 -0.894 0.362
H 1.651 -0.264 1.304
H -1.316 -1.405 -1.249
H -0.145 -0.658 -2.168
H 4.554 0.012 3.440
H 3.622 -1.226 3.120
O 4.051 -0.446 2.765
H 1.280 2.470 -0.156
H 1.760 3.469 -1.306
O 2.034 2.818 -0.661
H -2.343 5.006 -0.067
H -1.579 3.589 0.102
O -2.220 4.107 -0.373
H -2.753 -1.411 -2.615
H -3.543 -2.255 -1.425
O -3.129 -1.446 -1.728
H -3.839 -0.076 -0.547
H -4.584 0.137 0.812
O -3.752 0.309 0.355
H -1.575 0.256 -4.156
H -2.459 0.950 -3.037
O -1.799 0.259 -3.219
H 2.485 -3.503 2.229
H 1.624 -3.736 3.480
O 1.576 -3.605 2.528
H -3.932 2.367 -2.096
H -2.832 2.823 -1.221
O -3.099 2.033 -1.741
H 3.452 0.565 -2.594
H 4.210 -0.505 -3.547
O 3.804 -0.328 -2.696
H -0.565 1.473 0.940
H -0.688 1.414 -0.611
O -0.431 1.982 0.130
H -2.789 -0.302 4.604
H -3.534 0.994 4.332
O -2.662 0.652 4.558
H -1.825 0.682 2.920
H -1.949 0.115 1.469
O -1.436 0.046 2.290
H 1.778 2.021 2.888
H 2.798 1.968 1.773
O 2.091 1.425 2.180
```

The following is a DFT calculation (ωB97M-V/def2-TZVPD) of a 16-piece molecular cluster, C3H37NO16 overall at a distorted geometry.

**Relative energy (zero: lowest compared OMol25 entry of this formula, charge and spin)**: 89.75 kcal per mole
**Net charge**: 0
**Strongest force on any atom**: 6.112 eV/A
**Frontier orbital gap**: 10.19 eV

Geometry as XYZ:
```
57
C3H37NO16 | OMol25 | ωB97M-V/def2-TZVPD
C 3.275 -0.066 -0.122
C 2.136 -0.201 -1.105
C 0.772 0.403 -0.510
N -0.007 -0.545 0.171
O 0.211 1.433 -0.952
H 3.492 0.954 0.447
H 3.070 -0.818 0.701
H 4.321 -0.240 -0.621
H 1.908 -1.316 -1.380
H 2.518 0.203 -2.040
H 0.502 -1.364 0.546
H -0.947 -0.470 0.487
H 0.258 3.970 -2.143
H -1.090 3.380 -1.393
O -0.646 3.604 -2.191
H 0.004 0.852 2.491
H 1.433 1.658 2.260
O 0.996 0.914 2.810
H -0.284 2.046 -2.952
H -0.707 1.299 -4.084
O -0.012 1.240 -3.399
H -1.280 -4.642 -2.415
H -0.793 -2.984 -2.231
O -1.094 -3.885 -1.888
H -1.346 -3.161 1.266
H -0.605 -3.994 0.110
O -0.752 -3.892 1.016
H 1.451 -3.541 0.724
H 1.653 -3.076 2.067
O 2.013 -2.904 1.196
H 2.239 3.022 1.013
H 1.251 3.992 0.322
O 1.390 3.259 0.844
H -1.901 0.930 -1.086
H -3.375 0.712 -0.565
O -2.593 0.243 -0.779
H 1.869 2.709 -3.690
H 1.651 2.684 -2.384
O 2.073 3.271 -2.963
H -1.378 -1.558 4.039
H -2.560 -1.789 3.109
O -2.241 -1.298 3.979
H -2.341 1.533 1.847
H -1.877 0.186 2.512
O -1.562 1.016 2.056
H -2.388 -1.658 -0.218
H -3.516 -2.535 0.586
O -2.738 -2.067 0.717
H 0.726 -1.305 2.549
H 1.018 -0.822 3.974
O 0.530 -1.424 3.471
H 0.207 -0.785 -2.958
H -0.922 -1.083 -1.776
O -0.194 -1.535 -2.402
H -1.298 3.852 0.437
H -0.821 2.556 0.350
O -1.697 3.041 0.147
```